CH26F3LiO20PSZr as an isolated structure, computed with the ωB97M-V functional and the def2-TZVPD basis.

* net charge: +1
* Kohn-Sham gap: 8.35 eV
* lowest unoccupied orbital energy: -4.41 eV
* multiplicity: 1
* HOMO level: -0.469 Ha
* relative energy (zero: lowest compared OMol25 entry of this formula, charge and spin): 28.2 kcal/mol

Each line ends with the Mulliken charge.
Positions of all 54 atoms, in Å:
1 Li -0.80 0.57 -3.23  0.776
2 Zr 1.83 0.14 0.82  0.464
3 C 2.19 -4.38 2.20  0.586
4 F 1.88 -4.51 0.91  -0.200
5 F 1.82 -5.39 2.93  -0.165
6 F 3.49 -4.18 2.34  -0.217
7 S 1.21 -2.87 2.85  1.144
8 O 1.62 -1.70 2.02  -0.499
9 O -0.20 -3.18 2.75  -0.670
10 O 1.59 -2.70 4.24  -0.636
11 P -0.40 0.51 -0.49  0.199
12 O -1.51 0.79 -1.48  -0.602
13 O -0.24 -0.47 0.69  0.599
14 O 0.46 1.60 0.23  0.678
15 O 0.90 -0.15 -1.09  -0.162
16 O 0.76 3.76 -1.44  -0.698
17 H 0.48 2.99 -0.91  0.347
18 H 1.28 4.29 -0.83  0.317
19 O -0.88 -2.83 -0.71  -0.633
20 H -0.95 -2.07 -0.10  0.263
21 H -1.18 -2.50 -1.56  0.256
22 O 0.91 0.63 2.93  -0.452
23 H 0.50 1.48 3.14  0.337
24 H 0.40 -0.03 3.41  0.260
25 O -2.47 0.36 -4.28  -0.524
26 H -3.33 -0.08 -4.24  0.258
27 H -2.46 0.81 -5.14  0.269
28 O -2.99 3.17 -1.60  -0.662
29 H -2.26 3.73 -1.85  0.304
30 H -2.62 2.27 -1.54  0.314
31 O 0.54 -0.98 -3.67  -0.622
32 H 1.01 -1.01 -2.82  0.185
33 H 0.69 -1.84 -4.08  0.281
34 O 2.90 -1.52 -0.28  -0.489
35 H 3.78 -1.88 -0.43  0.295
36 H 2.32 -1.97 -0.93  0.222
37 O -2.33 -0.32 2.43  -0.794
38 H -2.05 -0.87 3.17  0.374
39 H -1.62 -0.51 1.75  0.190
40 O -4.20 0.71 0.67  -0.628
41 H -3.78 0.99 -0.14  0.221
42 H -3.49 0.25 1.16  0.462
43 O 2.46 2.22 1.65  -0.520
44 H 3.25 2.69 1.96  0.309
45 H 1.71 2.84 1.82  0.149
46 O -0.15 3.62 1.71  -0.808
47 H -0.11 2.85 1.08  0.451
48 H -1.08 3.71 1.94  0.354
49 O -3.06 -1.35 -1.97  -0.628
50 H -3.93 -1.11 -1.61  0.341
51 H -2.58 -0.49 -2.05  0.310
52 O 3.25 1.17 -0.58  -0.405
53 H 3.75 0.73 -1.28  0.257
54 H 3.68 2.02 -0.45  0.242


One molecule with the formula C9H8O3, computed with the ωB97M-V functional and the def2-TZVPD basis.

* Kohn-Sham gap (alpha / beta): 6.25 / 6.85 eV
* lowest unoccupied orbital energy (alpha / beta): 0.33 / -2.70 eV
* multiplicity: 3
* HOMO level (alpha / beta): -0.217 / -0.351 Ha
* expectation value of S²: 2.025

Each line ends with the Mulliken spin population.
Positions of all 20 atoms, in Å:
1 C 1.38 -1.69 0.51  0.327
2 C 0.19 -1.01 0.50  0.177
3 C 0.24 1.52 -0.01  0.436
4 C 1.63 1.85 0.24  0.038
5 C 2.61 -1.31 -0.17  0.125
6 C -2.45 -0.71 -0.72  0.147
7 C -1.80 0.33 -0.23  -0.051
8 C -0.34 0.26 0.06  0.173
9 C 2.57 0.94 -0.13  0.323
10 O 3.69 -1.81 -0.35  0.176
11 O 2.31 -0.07 -0.92  0.024
12 O 3.84 1.17 0.22  0.069
13 H 1.18 -2.66 1.07  -0.002
14 H -0.72 -1.62 0.87  -0.004
15 H -0.40 2.32 -0.25  0.045
16 H 2.02 2.87 0.47  0.002
17 H -3.50 -0.65 -0.86  0.004
18 H -1.99 -1.54 -0.94  -0.006
19 H -2.34 1.18 0.03  0.002
20 H 4.44 0.58 -0.31  -0.003


A 3-piece molecular cluster, C25H48NO10P3 overall, computed with the ωB97M-V functional and the def2-TZVPD basis.

* Kohn-Sham gap: 5.99 eV
* lowest unoccupied orbital energy: -2.09 eV
* multiplicity: 1
* HOMO level: -0.297 Ha
* SMILES: CCP(CC)[C@@H]1CC(=O)O[C@H]1c1ccncc1.CCOP(=O)(OCC)OCC.CCOP(=O)(OCC)OCC

Each line ends with the Mulliken charge.
Positions of all 87 atoms, in Å:
1 C 3.06 -1.13 -1.95  -0.803
2 C 2.62 0.15 -2.89  -0.460
3 P 1.70 1.50 -1.90  0.052
4 C 2.80 3.01 -1.50  -0.617
5 C 2.39 3.63 -0.01  -0.691
6 C 0.04 1.98 -2.71  0.136
7 C -0.15 3.51 -3.32  -0.580
8 C -1.40 4.07 -2.41  0.415
9 O -2.45 4.84 -2.69  -0.558
10 O -1.07 3.42 -1.09  -0.298
11 C -0.99 1.97 -1.42  -0.173
12 C -2.54 1.52 -1.70  0.107
13 C -3.02 0.44 -2.87  -0.291
14 C -4.54 -0.06 -3.15  -0.216
15 N -5.66 0.45 -2.31  -0.479
16 C -5.30 1.47 -1.28  -0.180
17 C -3.86 2.09 -0.85  -0.311
18 H 4.23 -1.13 -1.74  0.203
19 H 2.53 -1.01 -0.89  0.304
20 H 2.69 -2.18 -2.39  0.217
21 H 3.52 0.65 -3.45  0.393
22 H 1.83 -0.28 -3.68  0.211
23 H 2.63 3.89 -2.27  0.285
24 H 3.96 2.78 -1.50  0.319
25 H 1.60 4.50 -0.25  0.138
26 H 1.84 2.83 0.68  0.206
27 H 3.30 4.03 0.60  0.326
28 H -0.22 1.29 -3.65  0.406
29 H -0.50 3.45 -4.45  0.319
30 H 0.79 4.21 -3.38  0.219
31 H -0.51 1.39 -0.53  0.514
32 H -2.17 -0.02 -3.56  0.143
33 H -4.75 -0.87 -4.00  0.281
34 H -6.22 1.89 -0.65  0.274
35 H -3.72 2.91 0.01  0.165
36 C -2.29 5.64 3.23  -1.175
37 C -3.30 4.72 2.56  -0.025
38 O -4.10 4.06 3.53  -0.346
39 P -5.36 4.91 4.19  1.074
40 O -6.30 4.71 2.97  -0.683
41 O -6.00 3.63 5.06  -0.325
42 C -7.38 3.34 4.97  -0.347
43 C -7.62 2.17 4.03  -1.202
44 O -4.31 5.13 5.55  -0.233
45 C -4.78 6.02 6.55  -0.405
46 C -5.73 5.34 7.51  -0.915
47 H -2.80 6.48 3.72  0.281
48 H -1.59 6.04 2.50  0.417
49 H -1.74 5.10 4.01  0.279
50 H -3.92 5.27 1.86  0.317
51 H -2.77 3.95 2.00  0.090
52 H -7.96 4.22 4.67  0.380
53 H -7.73 3.07 5.98  0.404
54 H -7.18 2.35 3.04  0.258
55 H -8.69 1.98 3.92  0.377
56 H -7.13 1.27 4.42  0.299
57 H -5.25 6.89 6.08  0.326
58 H -3.90 6.38 7.09  0.333
59 H -6.71 5.19 7.05  0.169
60 H -5.88 5.95 8.41  0.407
61 H -5.35 4.35 7.81  0.268
62 C 8.00 -4.61 -2.78  -0.969
63 C 6.74 -4.76 -3.59  -0.272
64 O 6.17 -6.04 -3.39  -0.362
65 P 5.28 -6.29 -2.01  1.022
66 O 4.01 -5.58 -2.55  -0.641
67 O 4.75 -7.82 -2.40  -0.348
68 C 3.37 -8.15 -2.29  -0.343
69 C 2.72 -8.11 -3.67  -1.249
70 O 6.69 -7.08 -1.40  -0.239
71 C 6.66 -7.42 -0.03  -0.372
72 C 5.95 -8.75 0.19  -0.917
73 H 7.78 -4.59 -1.71  0.232
74 H 8.52 -3.67 -3.03  0.407
75 H 8.68 -5.45 -2.95  0.236
76 H 6.01 -3.98 -3.35  0.238
77 H 6.97 -4.68 -4.66  0.316
78 H 2.86 -7.48 -1.59  0.390
79 H 3.30 -9.16 -1.89  0.404
80 H 2.87 -7.15 -4.16  0.282
81 H 1.65 -8.31 -3.59  0.377
82 H 3.17 -8.88 -4.32  0.310
83 H 6.19 -6.62 0.55  0.316
84 H 7.70 -7.51 0.30  0.336
85 H 4.87 -8.62 0.10  0.167
86 H 6.15 -9.13 1.20  0.407
87 H 6.26 -9.49 -0.54  0.269


A 2-piece molecular cluster, C3H7NO2 overall, computed with the ωB97M-V functional and the def2-TZVPD basis.

* Kohn-Sham gap: 9.01 eV
* lowest unoccupied orbital energy: 0.83 eV
* multiplicity: 1
* HOMO level: -0.301 Ha
* relative energy (zero: lowest compared OMol25 entry of this formula, charge and spin): 179.8 kcal/mol

Each line ends with the Mulliken charge.
Positions of all 13 atoms, in Å:
1 C 1.00 0.14 -1.79  -0.789
2 N 0.28 0.08 1.06  -0.101
3 C -0.23 0.33 -1.32  -0.167
4 C -0.59 0.45 0.09  0.036
5 O -0.23 0.29 2.36  -0.432
6 O 0.82 -1.22 0.99  -0.354
7 H 0.55 0.51 2.89  0.353
8 H 0.07 -1.84 1.03  0.344
9 H 1.84 0.01 -1.13  0.260
10 H 1.19 0.15 -2.85  0.267
11 H -1.07 0.47 -2.00  0.279
12 H -1.94 -0.20 0.26  0.040
13 H -1.70 0.83 0.41  0.263


Number 1: strongest force on any atom 0.0783 Eh/bohr. Number 2: strongest force on any atom 0.1013 Eh/bohr. Number 3: strongest force on any atom 0.1944 Eh/bohr. Number 4: strongest force on any atom 0.0818 Eh/bohr.